# 1
53
Properties=species:S:1:pos:R:3:lowdin_charge:R:1 method="wB97M-V/def2-TZVPD" homo_lumo_gap_ev="4.76 / 4.75" total_charge=+3 multiplicity=1 e_homo_ev="-18.9 / -18.9"
Ir -0.53943 -0.70000 -0.36980 1.81
C 0.85246 3.90488 2.16656 0.04
N 0.15463 2.96716 1.27245 -0.07
C -0.94225 3.30768 0.52243 0.03
C -1.31891 2.20926 -0.17398 -0.04
N -0.43785 1.19638 0.15205 -0.10
C 0.46062 1.69157 1.04128 -0.40
P 1.88960 0.77309 1.71504 1.25
C 0.86290 -0.63445 2.27250 -0.40
N -0.06558 -1.21822 1.48166 -0.14
C -0.68644 -2.21806 2.22067 -0.02
C -0.13878 -2.20004 3.45526 0.04
N 0.82605 -1.20295 3.46812 -0.06
C 1.64222 -0.86277 4.64553 0.05
C 2.31868 0.08398 0.08931 -0.41
N 1.45076 -0.49365 -0.75013 -0.11
C 2.15519 -0.92527 -1.84753 -0.04
C 3.45898 -0.58536 -1.66398 0.03
N 3.54540 0.04150 -0.45231 -0.08
C 4.79956 0.57886 0.10220 0.04
H 0.11280 4.41400 2.77943 0.12
H 1.39293 4.63719 1.57020 0.12
H 1.54429 3.36368 2.80477 0.08
H -1.37164 4.29588 0.53938 0.16
H -2.12159 2.09073 -0.87545 0.11
H -1.47436 -2.83709 1.82558 0.14
H -0.35321 -2.79989 4.32461 0.16
H 1.73287 -1.74902 5.26700 0.12
H 1.15149 -0.07600 5.21580 0.12
H 2.63040 -0.54096 4.32898 0.09
H 1.71125 -1.45060 -2.67424 0.13
H 4.31972 -0.74834 -2.29179 0.16
H 5.55047 -0.20722 0.10206 0.12
H 4.63655 0.92691 1.11770 0.08
H 5.13791 1.40489 -0.51923 0.12
F -2.38861 -1.14134 0.12856 -0.44
Sb -4.45009 -0.35475 -0.52189 1.54
F -4.91519 -1.28978 0.99188 -0.28
F -3.82526 1.07354 0.50248 -0.31
F -5.89056 0.46245 -1.30216 -0.26
F -3.23225 0.25402 -1.88287 -0.35
F -4.40222 -1.93512 -1.51568 -0.30
O -1.17566 -2.75049 -1.45072 0.11
C -1.35096 -2.02651 -2.42559 -0.42
C -1.96031 -2.10286 -3.77459 -0.01
C -1.54952 -0.76951 -4.45174 0.00
C -0.77498 0.07150 -3.44304 -0.35
O -0.27299 1.13205 -3.47734 0.24
N -0.77645 -0.76355 -2.20013 -0.05
H -3.04224 -2.20504 -3.64463 0.15
H -1.60818 -2.99410 -4.29778 0.16
H -2.39775 -0.17954 -4.79914 0.16
H -0.87449 -0.91875 -5.29774 0.16

# 2
41
Properties=species:S:1:pos:R:3:lowdin_charge:R:1 method="wB97M-V/def2-TZVPD" homo_lumo_gap_ev=6.58 multiplicity=1 e_homo_ev=-6.8
C -5.65586 -1.55834 1.77896 -0.02
C -4.78205 -2.07253 0.48010 -0.28
O -3.85743 -1.34166 -0.02384 -0.01
C -4.25064 -0.22315 -0.61180 -0.41
O -5.38538 -0.06018 -0.93787 0.13
C -3.00270 0.74725 -1.08535 -0.13
C -2.43068 1.29488 0.24515 -0.17
C -1.01881 1.74958 0.04978 -0.07
N -0.11464 0.30534 -0.31956 -0.07
C 1.23417 0.55788 -0.10929 -0.13
C 2.08900 1.69328 0.19847 -0.05
C 3.30502 1.37807 0.40454 0.00
C 3.91953 0.01728 0.01752 -0.39
C 5.17608 -0.01922 0.15604 -0.34
C 6.34419 0.78286 0.44177 -0.11
C 7.52515 0.05754 0.45414 -0.22
C 7.45870 -1.09464 -0.42335 -0.53
S 5.90996 -1.66567 -0.50880 0.98
N 3.02354 -0.83906 -0.31778 0.01
N 1.80304 -0.69381 -0.62470 0.07
C -0.82125 -0.66259 -0.72532 -0.21
C -1.96031 -0.11661 -1.86462 0.02
H -5.05146 -1.36193 2.55104 -0.01
H -6.31131 -0.48865 1.55140 0.14
H -6.38246 -2.36333 2.13378 0.08
H -5.44812 -2.08602 -0.40023 0.12
H -4.38376 -3.04411 0.67169 0.12
H -3.33585 1.57279 -1.31969 0.04
H -2.40321 0.46216 1.10872 0.16
H -2.99801 2.34206 0.69368 0.19
H -0.78952 2.63350 -0.58510 0.12
H -0.50759 2.07408 0.92006 0.07
H 1.49562 2.57915 0.61959 0.13
H 3.93697 2.24178 0.53215 0.11
H 6.17057 1.64480 0.84571 0.04
H 8.56660 0.62192 0.50578 0.13
H 8.24664 -2.16957 -0.35691 0.15
H -0.11506 -1.12278 -1.38167 0.11
H -1.34794 -1.30738 -0.01368 0.13
H -2.37288 -0.88198 -2.24018 0.04
H -1.47784 0.41702 -2.51034 0.06

# 3
42
Properties=species:S:1:pos:R:3:lowdin_charge:R:1 method="wB97M-V/def2-TZVPD" homo_lumo_gap_ev=8.47 multiplicity=1 e_homo_ev=-7.8
C 0.94929 -1.79840 5.40202 -0.06
C 1.12149 -2.90794 4.27884 -0.24
O 2.16068 -2.80289 3.33394 -0.02
C 2.14703 -1.83871 2.43514 -0.30
C 1.16115 -1.09098 2.05938 -0.12
C 0.99989 -0.27332 1.15548 -0.11
C 2.10991 0.01554 0.54416 -0.24
N 2.19856 0.63118 -0.75708 -0.05
S 1.26568 2.25875 -0.89814 0.78
O 0.65813 2.52347 0.42837 -0.31
O 1.89086 2.99266 -1.81795 -0.22
C -0.37953 1.46095 -1.55203 -0.25
C -0.39497 0.29071 -2.02401 -0.03
C -1.58184 -0.29480 -2.63382 -0.24
O -1.59168 -1.64067 -2.92819 -0.11
C -2.73608 -2.11574 -3.70259 -0.09
C -2.64836 0.49871 -3.12176 0.01
C -2.59878 1.85499 -2.50956 0.06
C -1.27120 2.30580 -1.96241 -0.31
O -1.24762 3.50688 -1.36465 -0.13
C -2.22469 4.49972 -1.73732 -0.07
C 3.39339 -0.81410 0.63519 0.10
C 3.38366 -1.71729 1.72601 0.08
H 0.73585 -1.05300 4.98420 -0.10
H 1.84164 -1.57635 6.00284 0.07
H 0.07977 -2.13586 6.31554 0.17
H 0.03551 -3.11409 4.00867 0.12
H 1.41540 -3.95386 4.93560 0.17
H 0.16357 -1.40461 2.53142 0.17
H -0.07645 0.05166 0.73671 0.19
H 3.05662 0.99946 -1.13616 0.08
H 0.47791 -0.46896 -1.83744 0.16
H -3.60978 -2.19919 -3.18850 0.04
H -2.33958 -3.25764 -3.94869 0.15
H -2.89829 -1.70116 -4.71510 0.09
H -3.56748 0.10580 -3.56754 0.10
H -3.23908 2.70338 -2.76654 0.07
H -3.19045 4.29912 -1.09316 0.14
H -1.62594 5.30561 -1.52130 0.05
H -2.36413 4.74249 -2.88865 0.14
H 4.12944 -0.76994 0.14928 -0.01
H 4.21048 -2.11737 2.00979 0.05

# 4
50
Properties=species:S:1:pos:R:3:lowdin_charge:R:1 method="wB97M-V/def2-TZVPD" homo_lumo_gap_ev=5.85 total_charge=-1 multiplicity=1 e_homo_ev=-3.7
Ag -0.27624 -0.59476 0.43190 0.64
C 1.16231 1.85988 2.50335 -0.36
Se 0.55607 0.11027 3.07781 0.93
C 2.28980 -0.76061 3.08585 -0.58
C 2.13959 -2.26931 3.21767 -0.59
Se 1.45812 -3.09806 1.58580 0.88
C -0.36732 -3.48680 2.14643 -0.42
H 1.70090 1.74924 1.56449 0.02
H 1.77930 2.32225 3.26918 0.03
H 0.26412 2.44649 2.32229 0.03
H 2.86783 -0.35766 3.91891 0.06
H 2.78523 -0.50151 2.14964 0.07
H 1.48274 -2.54566 4.04376 0.06
H 3.11135 -2.72259 3.41386 0.05
H -0.84529 -2.59169 2.53583 -0.02
H -0.38351 -4.29723 2.87054 0.02
H -0.89551 -3.77970 1.24120 0.00
Cl 1.70094 5.99040 -1.37364 0.60
C 0.73399 4.63404 -0.88603 -0.74
C -0.52521 4.81378 -0.36944 -0.73
Cl -1.18783 6.41134 -0.19105 0.60
C -1.27994 3.69454 0.01372 -0.63
Cl -2.85507 3.90620 0.73115 0.63
C -0.83235 2.37840 -0.12485 -0.45
O -1.52708 1.36300 0.26411 -0.23
C 0.50652 2.18294 -0.68704 -0.44
O 0.99977 0.97881 -0.81329 -0.24
C 1.23343 3.32659 -1.02640 -0.61
Cl 2.86655 3.08794 -1.59758 0.64
N -3.03928 -0.59115 2.37172 -0.06
N -2.79109 -0.94500 0.99568 -0.11
H -3.63711 0.22896 2.39746 0.06
H -2.14693 -0.28412 2.73763 -0.03
H -2.83314 -0.10521 0.41766 0.03
H -3.52850 -1.58094 0.72324 0.06
N 1.69037 0.52426 -3.49659 0.19
C 1.03829 -0.39502 -4.21452 -0.52
O 1.08867 -0.50692 -5.43514 0.02
C 0.18187 -1.33349 -3.40571 -0.11
C -0.97802 -1.84770 -3.96150 0.00
C -1.78886 -2.65874 -3.18429 -0.06
C -1.39703 -2.92643 -1.88150 -0.16
N -0.26136 -2.48082 -1.34626 0.01
C 0.51242 -1.70185 -2.10667 -0.11
H 2.26371 1.18635 -3.99105 0.10
H 1.49674 0.69065 -2.49527 0.04
H -1.22644 -1.58988 -4.98288 0.12
H -2.71397 -3.06662 -3.56849 0.10
H -2.02488 -3.52765 -1.23093 0.10
H 1.43130 -1.33920 -1.66073 0.11